The following is a DFT calculation (ωB97M-V with the def2-TZVPD basis set) of a cluster of 10 separate species, C49H84BF2N2O31Si in total in a non-equilibrium geometry.

Computed properties:
Max |F|   5.15 eV/A
LUMO level   -5.071 eV
Electronic energy   -132603.236 eV
Net charge   +1
Gap between HOMO and LUMO   5.74 eV

Last column: Löwdin charge in e.
Positions of all 170 atoms, in Å:
C: 1.00 0.01 -1.86  0.013
B: 0.27 -1.32 -1.21  -0.429
O: 0.74 -2.60 -1.74  0.066
O: -0.80 -1.24 -0.20  0.135
C: -0.18 -1.37 1.05  -0.307
O: 1.01 -1.82 1.09  0.090
C: -0.80 -0.95 2.46  0.087
C: -1.37 -2.06 3.40  0.135
C: -1.94 -1.65 4.81  -0.064
C: -2.46 -2.88 5.73  -0.008
C: -1.09 -3.49 6.37  -0.375
O: -0.65 -3.09 7.48  0.062
N: -0.36 -4.51 5.58  -0.200
C: 1.13 -4.37 5.71  -0.095
C: -0.79 -5.85 6.17  -0.069
N: -2.00 -0.26 5.26  0.124
C: -1.49 0.82 4.42  0.097
C: -0.87 0.52 3.01  0.004
C: -0.25 1.66 2.06  -0.307
F: -0.55 2.99 2.55  -0.004
F: -0.82 1.64 0.71  -0.009
C: 1.35 1.43 1.98  -0.132
C: 2.06 1.30 3.41  -0.233
Si: 3.97 0.99 3.33  0.552
C: 4.88 2.63 3.71  -0.206
C: 4.37 -0.21 4.80  -0.216
C: 4.55 0.09 1.75  -0.214
C: 5.40 -1.24 1.90  -0.050
C: 5.96 -2.02 0.65  -0.061
C: 5.69 -1.53 -0.80  -0.061
C: 4.83 -0.24 -0.97  -0.068
C: 4.27 0.55 0.27  -0.086
H: 0.33 0.93 -1.82  0.074
H: 1.98 0.20 -1.29  0.051
H: 1.32 -0.25 -2.95  0.096
H: 1.74 -2.56 -1.74  0.132
H: -1.34 -3.13 3.02  0.141
H: -3.18 -2.54 6.54  0.136
H: -2.86 -3.69 5.03  0.130
H: 1.59 -5.20 6.37  0.101
H: 1.57 -4.55 4.65  0.102
H: 1.49 -3.36 6.10  0.095
H: -0.85 -5.73 7.30  0.104
H: -0.07 -6.69 5.90  0.107
H: -1.86 -6.03 5.77  0.101
H: -2.39 -0.03 6.19  0.178
H: -1.53 1.91 4.79  0.165
H: 1.65 0.59 1.27  0.096
H: 1.77 2.41 1.50  0.140
H: 1.63 0.49 4.09  0.077
H: 1.90 2.31 3.96  0.099
H: 4.40 3.17 4.61  0.052
H: 5.95 2.38 4.02  0.049
H: 4.78 3.34 2.82  0.042
H: 3.90 0.13 5.79  0.045
H: 3.88 -1.22 4.53  0.042
H: 5.50 -0.43 4.88  0.049
H: 5.66 -1.70 2.91  0.077
H: 6.58 -2.96 0.79  0.085
H: 6.14 -2.11 -1.68  0.094
H: 4.61 0.16 -2.02  0.088
H: 3.63 1.50 0.16  0.085
C: 0.43 5.47 2.01  -0.055
O: -0.20 6.75 1.99  -0.023
C: 0.26 7.61 2.92  -0.590
O: 1.12 7.38 3.74  0.125
O: -0.41 8.76 2.78  0.001
C: -0.03 9.78 3.72  -0.041
H: -0.01 4.86 1.22  0.085
H: 1.51 5.56 1.82  0.107
H: 0.26 4.97 2.97  0.084
H: 1.02 10.04 3.59  0.101
H: -0.23 9.45 4.74  0.099
H: -0.64 10.66 3.51  0.097
C: -0.36 7.08 -1.28  -0.032
O: -0.04 5.83 -1.88  -0.016
C: 0.37 5.92 -3.16  -0.599
O: 0.47 6.93 -3.80  0.134
O: 0.64 4.67 -3.60  -0.024
C: 1.09 4.61 -4.95  -0.046
H: -0.68 6.89 -0.26  0.072
H: 0.51 7.74 -1.26  0.106
H: -1.19 7.56 -1.81  0.106
H: 2.02 5.17 -5.08  0.100
H: 0.32 4.99 -5.63  0.100
H: 1.27 3.56 -5.20  0.093
C: -4.93 5.48 -7.52  -0.044
O: -4.38 5.54 -6.21  -0.001
C: -3.82 4.39 -5.79  -0.597
O: -3.76 3.36 -6.41  0.122
O: -3.34 4.59 -4.55  -0.002
C: -2.72 3.45 -3.97  -0.046
H: -5.35 6.46 -7.76  0.095
H: -4.15 5.25 -8.26  0.099
H: -5.73 4.74 -7.57  0.099
H: -1.86 3.14 -4.56  0.093
H: -3.44 2.63 -3.87  0.096
H: -2.38 3.72 -2.97  0.091
C: -7.72 1.21 2.24  -0.036
O: -6.63 1.98 1.72  0.006
C: -5.42 1.43 1.91  -0.591
O: -5.20 0.38 2.47  0.103
O: -4.50 2.25 1.38  0.026
C: -3.16 1.79 1.51  -0.053
H: -8.64 1.75 2.03  0.098
H: -7.77 0.23 1.75  0.100
H: -7.63 1.09 3.32  0.096
H: -3.03 0.83 0.99  0.109
H: -2.89 1.69 2.56  0.066
H: -2.51 2.52 1.05  0.093
C: 4.07 -3.32 -7.01  -0.034
O: 3.33 -3.08 -5.81  -0.005
C: 2.37 -3.98 -5.56  -0.598
O: 2.10 -4.94 -6.24  0.126
O: 1.76 -3.63 -4.41  -0.010
C: 0.71 -4.51 -4.01  -0.046
H: 4.81 -2.54 -7.11  0.099
H: 4.58 -4.28 -6.96  0.073
H: 3.41 -3.29 -7.88  0.103
H: 1.09 -5.52 -3.84  0.103
H: -0.09 -4.52 -4.76  0.104
H: 0.30 -4.13 -3.08  0.064
C: -12.29 1.72 -2.18  -0.044
O: -11.10 1.92 -2.94  -0.001
C: -10.00 2.09 -2.20  -0.597
O: -9.94 2.08 -0.99  0.115
O: -8.96 2.26 -3.04  -0.017
C: -7.70 2.46 -2.38  -0.039
H: -13.12 1.59 -2.88  0.096
H: -12.21 0.81 -1.57  0.099
H: -12.50 2.59 -1.55  0.099
H: -7.44 1.58 -1.78  0.094
H: -7.73 3.36 -1.76  0.101
H: -6.94 2.59 -3.15  0.094
C: -8.51 -0.84 -4.91  -0.030
O: -8.47 -2.08 -4.21  0.005
C: -7.41 -2.23 -3.40  -0.595
O: -6.53 -1.42 -3.23  0.112
O: -7.49 -3.43 -2.81  0.000
C: -6.42 -3.73 -1.92  -0.052
H: -9.41 -0.83 -5.53  0.100
H: -8.57 0.00 -4.20  0.081
H: -7.64 -0.73 -5.56  0.102
H: -6.40 -3.01 -1.10  0.094
H: -5.47 -3.73 -2.45  0.097
H: -6.59 -4.72 -1.51  0.093
C: 6.68 -4.37 8.70  -0.047
O: 7.88 -4.43 7.93  0.003
C: 7.82 -3.79 6.76  -0.596
O: 6.86 -3.19 6.32  0.104
O: 9.01 -3.93 6.14  0.003
C: 9.09 -3.29 4.87  -0.046
H: 6.85 -4.92 9.63  0.096
H: 6.44 -3.34 8.95  0.098
H: 5.86 -4.84 8.16  0.095
H: 8.94 -2.21 4.97  0.097
H: 8.36 -3.72 4.18  0.094
H: 10.09 -3.47 4.47  0.097
C: 5.80 -6.56 -5.63  -0.037
O: 6.88 -5.80 -6.17  -0.008
C: 8.09 -6.37 -6.01  -0.597
O: 8.31 -7.43 -5.46  0.125
O: 9.01 -5.56 -6.56  -0.003
C: 10.35 -6.05 -6.46  -0.046
H: 4.88 -6.01 -5.82  0.070
H: 5.72 -7.53 -6.12  0.106
H: 5.91 -6.68 -4.55  0.102
H: 10.45 -7.00 -6.99  0.100
H: 10.64 -6.15 -5.42  0.098
H: 11.00 -5.32 -6.94  0.094

---

The following is a DFT calculation (ωB97M-V with the def2-TZVPD basis set) of a cluster of 6 separate species, C49H85BF4N6O11S7 in total in a non-equilibrium geometry.

Computed properties:
Max |F|   4.50 eV/A
LUMO level   0.112 eV
SMILES   CCCCCCCc1c(CCCN)ccc2c1Sc1c(cc(C(F)(F)C(F)F)c(B(N)O)c1CSCC)N2CC(N)(N)N.O=S1(=O)CCCC1.O=S1(=O)CCCC1.O=S1(=O)CCCC1.O=S1(=O)CCCC1.O=S1(=O)CCCC1
Electronic energy   -171037.443 eV
Gap between HOMO and LUMO   8.01 eV

Last column: Löwdin charge in e.
Positions of all 163 atoms, in Å:
C: 10.74 -3.31 -2.61  -0.150
C: 9.49 -3.51 -3.60  -0.255
C: 8.10 -3.84 -2.82  -0.207
C: 6.95 -2.79 -3.20  -0.218
C: 5.55 -3.49 -3.66  -0.194
C: 4.88 -2.49 -4.72  -0.217
C: 3.27 -2.55 -4.79  -0.161
C: 2.63 -1.13 -4.34  -0.122
C: 3.05 0.23 -5.01  -0.120
C: 4.11 0.31 -6.22  -0.190
C: 3.71 1.34 -7.38  -0.205
C: 2.55 0.82 -8.38  -0.267
N: 1.71 -0.29 -7.85  -0.028
C: 2.43 1.61 -4.55  -0.013
C: 1.39 1.64 -3.42  0.005
C: 0.94 0.32 -2.71  -0.172
C: 1.55 -1.04 -3.21  -0.315
S: 0.89 -2.55 -2.32  0.891
C: -0.91 -2.07 -2.08  -0.310
C: -1.15 -0.56 -1.75  -0.157
C: -2.63 -0.08 -1.49  0.096
C: -3.86 -1.06 -1.57  -0.020
C: -5.29 -0.46 -1.25  -0.287
F: -6.10 -1.25 -0.38  0.051
F: -5.05 0.78 -0.53  0.008
C: -6.09 0.01 -2.59  -0.129
F: -7.28 0.69 -2.12  -0.014
F: -5.32 1.01 -3.31  -0.008
C: -3.55 -2.52 -1.94  0.032
B: -4.75 -3.61 -2.09  -0.520
N: -5.91 -3.25 -2.97  0.130
O: -4.76 -4.92 -1.47  0.063
C: -2.09 -3.07 -2.20  -0.160
C: -1.76 -4.58 -2.54  -0.460
S: -2.30 -5.15 -4.22  0.802
C: -1.70 -3.99 -5.55  -0.501
C: -2.76 -2.79 -5.66  -0.180
N: -0.05 0.44 -1.61  -0.103
C: 0.55 0.18 -0.26  -0.107
C: 1.20 1.47 0.45  -0.570
N: 2.57 1.08 0.89  0.065
N: 0.43 1.89 1.69  0.060
N: 1.30 2.68 -0.42  0.048
H: 10.66 -3.86 -1.61  0.067
H: 11.69 -3.70 -3.13  0.070
H: 10.95 -2.18 -2.42  0.076
H: 9.42 -2.56 -4.24  0.098
H: 9.76 -4.36 -4.33  0.101
H: 8.34 -3.70 -1.70  0.102
H: 7.78 -4.93 -2.93  0.106
H: 7.31 -2.19 -4.13  0.094
H: 6.77 -1.99 -2.38  0.121
H: 5.85 -4.48 -4.13  0.107
H: 4.95 -3.63 -2.70  0.114
H: 5.15 -1.41 -4.40  0.100
H: 5.39 -2.64 -5.74  0.118
H: 2.82 -3.41 -4.16  0.091
H: 2.93 -2.71 -5.89  0.107
H: 5.15 0.63 -5.83  0.121
H: 4.28 -0.73 -6.70  0.101
H: 4.66 1.48 -8.03  0.108
H: 3.44 2.39 -7.00  0.091
H: 1.83 1.72 -8.53  0.114
H: 2.92 0.54 -9.43  0.109
H: 2.26 -1.14 -7.64  0.046
H: 1.14 0.02 -7.06  0.067
H: 2.74 2.60 -5.02  0.089
H: 0.96 2.64 -3.06  0.086
H: -2.73 1.04 -1.26  0.115
H: -6.39 -0.86 -3.26  0.144
H: -6.81 -3.41 -2.49  0.046
H: -5.87 -3.70 -3.90  0.086
H: -5.39 -5.43 -2.04  0.098
H: -2.30 -5.26 -1.77  0.094
H: -0.64 -4.86 -2.44  0.059
H: -0.63 -3.66 -5.32  0.075
H: -1.74 -4.59 -6.53  0.084
H: -2.55 -2.16 -6.60  0.073
H: -2.73 -2.09 -4.74  0.069
H: -3.83 -3.21 -5.79  0.074
H: 1.29 -0.69 -0.26  0.106
H: -0.33 -0.15 0.42  0.141
H: 3.00 0.57 0.10  0.075
H: 3.15 1.93 1.03  0.067
H: 1.00 2.63 2.14  0.029
H: -0.41 2.37 1.32  0.074
H: 0.38 3.04 -0.69  0.073
H: 1.89 3.39 0.02  0.079
O: 1.01 3.55 4.30  -0.331
S: 2.45 3.42 4.28  0.661
O: 3.26 3.97 3.21  -0.345
C: 3.10 3.99 5.84  -0.252
C: 3.08 2.75 6.73  -0.227
C: 3.60 1.61 5.85  -0.208
C: 2.87 1.70 4.51  -0.230
H: 2.48 4.80 6.23  0.088
H: 4.12 4.34 5.67  0.096
H: 3.70 2.89 7.61  0.093
H: 2.06 2.53 7.05  0.120
H: 4.68 1.73 5.69  0.118
H: 3.44 0.63 6.32  0.115
H: 3.50 1.37 3.68  0.091
H: 1.94 1.12 4.51  0.108
O: 2.74 5.71 8.93  -0.312
S: 3.65 6.57 8.21  0.682
O: 4.24 6.19 6.95  -0.324
C: 2.89 8.18 8.04  -0.227
C: 3.30 8.92 9.30  -0.224
C: 4.78 8.59 9.51  -0.216
C: 4.95 7.08 9.33  -0.215
H: 1.81 8.07 7.94  0.112
H: 3.31 8.65 7.15  0.112
H: 3.14 10.00 9.20  0.117
H: 2.72 8.57 10.16  0.120
H: 5.38 9.12 8.77  0.119
H: 5.13 8.91 10.50  0.116
H: 5.92 6.83 8.90  0.109
H: 4.81 6.55 10.28  0.102
O: -7.32 -2.50 -6.72  -0.328
S: -7.43 -1.29 -7.51  0.662
O: -7.22 -1.29 -8.94  -0.327
C: -9.00 -0.53 -7.15  -0.234
C: -8.72 0.38 -5.97  -0.223
C: -7.38 1.06 -6.27  -0.215
C: -6.42 -0.02 -6.76  -0.221
H: -9.75 -1.29 -6.94  0.109
H: -9.30 0.05 -8.03  0.109
H: -9.52 1.11 -5.82  0.118
H: -8.63 -0.22 -5.05  0.114
H: -7.53 1.81 -7.06  0.119
H: -6.99 1.58 -5.40  0.106
H: -5.72 0.37 -7.50  0.107
H: -5.87 -0.47 -5.93  0.093
O: 4.88 2.96 10.63  -0.321
S: 3.49 2.59 10.76  0.667
O: 2.65 2.35 9.61  -0.321
C: 3.37 1.20 11.87  -0.233
C: 3.25 1.82 13.25  -0.225
C: 2.27 2.99 13.09  -0.218
C: 2.69 3.77 11.84  -0.228
H: 4.25 0.56 11.76  0.110
H: 2.47 0.64 11.61  0.110
H: 2.89 1.10 13.99  0.116
H: 4.22 2.20 13.58  0.120
H: 1.25 2.60 12.96  0.119
H: 2.26 3.63 13.97  0.115
H: 1.83 4.20 11.33  0.104
H: 3.41 4.55 12.08  0.103
O: -7.88 -4.98 -1.90  -0.330
S: -9.28 -5.33 -1.78  0.693
O: -10.12 -5.55 -2.94  -0.313
C: -9.43 -6.73 -0.69  -0.229
C: -9.56 -6.12 0.70  -0.222
C: -10.52 -4.93 0.54  -0.216
C: -10.08 -4.15 -0.70  -0.217
H: -8.56 -7.38 -0.80  0.111
H: -10.34 -7.27 -0.97  0.111
H: -9.93 -6.84 1.42  0.118
H: -8.59 -5.76 1.04  0.123
H: -11.54 -5.30 0.39  0.119
H: -10.52 -4.30 1.43  0.117
H: -10.92 -3.70 -1.22  0.107
H: -9.34 -3.38 -0.44  0.107

---

The following is a DFT calculation (ωB97M-V with the def2-TZVPD basis set) of a cluster of 9 separate species, C49H88ClN13O5P in total in a non-equilibrium geometry.

Computed properties:
Max |F|   10.16 eV/A
LUMO level   -3.630 eV
Electronic energy   -103636.565 eV
Net charge   +1
Gap between HOMO and LUMO   7.63 eV

Last column: Löwdin charge in e.
Positions of all 157 atoms, in Å:
C: 1.01 1.91 1.58  -0.100
C: 1.52 1.69 0.01  -0.223
N: 1.79 0.21 -0.15  -0.143
C: 2.55 -0.09 -1.45  -0.130
C: 3.68 -1.21 -1.05  -0.129
N: 4.71 -1.50 -2.12  -0.007
C: 4.24 -1.82 -3.52  -0.131
N: 3.39 -2.78 -4.03  -0.099
C: 3.08 -2.95 -5.53  -0.109
C: 4.27 -3.94 -6.17  -0.106
O: 5.17 -4.58 -5.37  -0.097
P: 2.59 -3.94 -2.94  0.800
O: 1.97 -5.19 -3.74  -0.337
O: 3.75 -4.54 -1.75  -0.159
O: 1.20 -3.15 -2.19  -0.194
N: 4.95 -0.87 -4.51  0.118
C: 6.26 -0.64 -3.74  -0.312
N: 7.29 0.31 -4.33  0.065
C: 8.40 -0.47 -4.65  -0.236
C: 9.33 -1.28 -3.56  -0.061
C: 8.86 -0.66 -6.25  -0.052
C: 5.55 -0.22 -2.28  -0.226
C: 6.66 0.16 -1.14  -0.128
C: 6.94 1.81 -1.17  -0.619
C: 8.14 2.26 -0.11  -0.148
Cl: 5.42 2.79 -0.61  0.498
C: 0.54 -0.64 -0.03  -0.285
C: -0.88 -0.37 -0.82  -0.017
O: 0.56 -1.69 0.83  -0.054
H: 1.39 1.00 2.25  0.060
H: 1.36 2.96 2.02  0.093
H: -0.18 1.88 1.67  0.077
H: 0.72 2.13 -0.72  0.119
H: 2.55 2.26 -0.07  0.095
H: 1.79 -0.56 -2.20  0.116
H: 2.97 0.93 -1.82  0.114
H: 3.11 -2.19 -0.69  0.125
H: 4.27 -0.83 -0.09  0.147
H: 3.16 -1.95 -6.13  0.148
H: 2.05 -3.47 -5.71  0.107
H: 4.39 -4.15 -7.32  0.131
H: 4.65 -4.27 -2.17  0.099
H: 0.64 -2.70 -2.89  0.096
H: 5.36 -1.35 -5.36  0.131
H: 6.58 -1.76 -3.50  0.151
H: 10.41 -1.46 -4.04  0.099
H: 9.51 -0.58 -2.63  0.084
H: 8.81 -2.31 -3.28  0.103
H: 8.33 -1.63 -6.67  0.103
H: 10.02 -0.89 -6.22  0.080
H: 8.64 0.30 -6.90  0.097
H: 5.00 0.77 -2.59  0.134
H: 6.40 -0.20 -0.06  0.123
H: 7.68 -0.35 -1.48  0.108
H: 7.19 2.21 -2.24  0.105
H: 7.95 3.41 0.09  0.081
H: 8.00 1.60 0.85  0.085
H: 9.23 2.08 -0.57  0.095
H: -1.02 0.80 -0.98  0.096
H: -1.75 -0.69 -0.08  0.062
H: -0.92 -0.97 -1.83  0.085
C: -4.22 0.21 4.50  -0.107
C: -3.32 -0.90 3.98  -0.279
C: -2.36 -0.42 2.89  -0.198
C: -3.15 0.12 1.70  -0.150
N: -3.80 0.56 0.72  0.128
H: -4.87 0.61 3.72  0.065
H: -4.87 -0.17 5.30  0.065
H: -3.63 1.04 4.92  0.065
H: -3.94 -1.71 3.59  0.112
H: -2.74 -1.31 4.81  0.061
H: -1.72 -1.24 2.55  0.103
H: -1.70 0.38 3.27  0.068
C: -3.62 -5.72 5.47  -0.112
C: -2.19 -5.22 5.30  -0.271
C: -1.68 -4.45 6.51  -0.183
C: -2.56 -3.23 6.76  -0.140
N: -3.28 -2.22 6.96  0.133
H: -4.33 -4.90 5.59  0.071
H: -3.93 -6.29 4.59  0.075
H: -3.70 -6.38 6.35  0.079
H: -2.15 -4.58 4.41  0.109
H: -1.53 -6.07 5.11  0.110
H: -0.65 -4.12 6.35  0.072
H: -1.69 -5.08 7.41  0.121
C: -6.36 2.58 0.46  -0.137
C: -7.34 3.29 -0.46  -0.276
C: -8.09 4.43 0.24  -0.194
C: -8.89 3.88 1.41  -0.168
N: -9.55 3.42 2.38  0.099
H: -6.86 2.10 1.30  0.068
H: -5.83 1.79 -0.09  0.038
H: -5.61 3.28 0.85  0.077
H: -8.06 2.56 -0.85  0.112
H: -6.80 3.70 -1.32  0.109
H: -8.77 4.92 -0.46  0.102
H: -7.38 5.19 0.61  0.116
C: 1.56 -2.59 6.47  -0.116
C: 2.59 -2.18 5.42  -0.267
C: 2.74 -0.67 5.29  -0.183
C: 1.41 -0.05 4.88  -0.124
N: 0.31 0.46 4.54  0.151
H: 0.55 -2.24 6.21  0.060
H: 1.50 -3.68 6.55  0.069
H: 1.82 -2.19 7.46  0.086
H: 2.30 -2.61 4.45  0.113
H: 3.56 -2.62 5.69  0.111
H: 3.49 -0.43 4.54  0.112
H: 3.06 -0.23 6.25  0.119
C: 3.12 -8.23 -7.12  -0.106
C: 1.60 -8.17 -7.20  -0.265
C: 1.09 -7.20 -8.27  -0.174
C: 1.58 -5.79 -7.96  -0.086
N: 1.98 -4.63 -7.71  0.116
H: 3.55 -7.26 -6.84  0.059
H: 3.43 -8.95 -6.36  0.080
H: 3.55 -8.53 -8.08  0.081
H: 1.20 -7.87 -6.22  0.115
H: 1.21 -9.17 -7.41  0.115
H: 0.00 -7.20 -8.30  0.120
H: 1.46 -7.50 -9.26  0.122
C: -4.57 1.60 9.04  -0.117
C: -4.89 3.08 9.26  -0.280
C: -5.20 3.82 7.96  -0.195
C: -4.00 3.76 7.03  -0.164
N: -3.00 3.71 6.26  0.101
H: -3.67 1.47 8.42  0.068
H: -4.38 1.11 10.00  0.073
H: -5.40 1.09 8.55  0.077
H: -4.04 3.55 9.76  0.111
H: -5.75 3.16 9.94  0.109
H: -5.44 4.87 8.17  0.112
H: -6.07 3.37 7.46  0.117
C: 3.35 7.14 -3.24  -0.112
C: 4.77 6.61 -3.36  -0.276
C: 4.95 5.61 -4.50  -0.192
C: 4.05 4.41 -4.27  -0.164
N: 3.30 3.41 -4.08  0.095
H: 2.64 6.33 -3.02  0.070
H: 3.28 7.87 -2.43  0.076
H: 3.03 7.62 -4.17  0.080
H: 5.06 6.14 -2.41  0.105
H: 5.45 7.46 -3.51  0.112
H: 5.99 5.27 -4.55  0.111
H: 4.70 6.07 -5.46  0.118
C: -12.60 3.92 -0.16  -0.118
C: -12.93 5.39 0.06  -0.276
C: -13.24 6.13 -1.24  -0.197
C: -12.04 6.07 -2.17  -0.167
N: -11.04 6.02 -2.95  0.095
H: -11.71 3.78 -0.78  0.062
H: -12.42 3.42 0.79  0.069
H: -13.44 3.40 -0.66  0.077
H: -12.08 5.87 0.56  0.109
H: -13.79 5.47 0.73  0.110
H: -13.48 7.18 -1.03  0.112
H: -14.11 5.68 -1.74  0.115